This record from OMol25 describes a molecular structure, C30H41N3OPPm. The level of theory is ωB97M-V/def2-TZVPD.

The geometry in XYZ format:
```
77
Properties=species:S:1:pos:R:3
Pm 0.81 0.62 0.41
C 5.42 1.68 1.01
C 4.14 1.94 0.20
O 3.17 1.15 0.32
N 4.11 2.97 -0.62
C 2.99 3.20 -1.53
C 1.75 3.79 -0.86
C 1.70 5.17 -0.67
C 0.69 5.73 0.07
C -0.30 4.89 0.55
C -0.23 3.56 0.26
N 0.80 3.01 -0.41
H 5.78 0.69 0.80
H 5.20 1.69 2.06
H 6.25 2.42 0.80
H 4.94 3.55 -0.67
H 2.76 2.23 -2.01
H 3.29 3.88 -2.34
H 2.49 5.84 -1.04
H 0.68 6.81 0.20
H -1.13 5.28 1.14
H -1.03 2.87 0.60
C -2.84 0.88 2.91
C -3.31 1.37 1.59
C -4.84 1.26 1.46
P -2.25 0.61 0.26
C -3.00 1.21 -1.37
C -4.18 0.41 -1.90
C -1.85 1.18 -2.41
C -2.35 -1.20 0.19
C -3.56 -1.85 0.30
C -3.64 -3.23 0.22
C -4.97 -3.93 0.30
C -2.43 -3.94 0.15
C -1.19 -3.35 -0.02
C -1.14 -1.94 0.00
N 0.13 -1.34 -0.09
C 1.42 -2.04 -0.04
C 2.00 -2.60 -1.23
C 1.19 -2.71 -2.50
C 3.36 -3.00 -1.27
C 4.15 -2.93 -0.14
C 5.60 -3.40 -0.14
C 3.58 -2.38 1.03
C 2.25 -1.96 1.10
C 1.69 -1.50 2.44
H -3.40 1.33 3.72
H -1.77 1.13 3.00
H -2.85 -0.22 2.95
H -3.08 2.46 1.44
H -5.19 0.23 1.60
H -5.24 1.54 0.49
H -5.32 1.94 2.21
H -3.29 2.24 -1.16
H -3.91 -0.63 -2.04
H -4.48 0.82 -2.88
H -5.02 0.45 -1.22
H -1.48 0.14 -2.46
H -1.04 1.85 -2.17
H -2.21 1.43 -3.40
H -4.47 -1.27 0.36
H -5.81 -3.21 0.35
H -5.02 -4.65 1.14
H -5.05 -4.47 -0.64
H -2.38 -5.02 0.12
H -0.33 -3.97 -0.18
H 0.52 -1.88 -2.60
H 0.53 -3.61 -2.38
H 1.82 -2.81 -3.40
H 3.74 -3.44 -2.18
H 5.55 -4.44 0.17
H 6.17 -2.88 0.66
H 6.15 -3.26 -1.07
H 4.17 -2.35 1.94
H 2.36 -1.80 3.23
H 0.68 -1.88 2.64
H 1.54 -0.37 2.64
```

Calculated values
- frontier orbital gap (alpha / beta) (eV) = 6.50 / 6.67
- charge = +2
- HOMO level (alpha / beta) (Ha) = -0.462 / -0.464
- ⟨S²⟩ = 6.007
- maximum force (Eh/bohr) = 0.034
- multiplicity = 5
- calculated total energy (eV) = -64125.8212